1.
This record from the OMol25 dataset describes a cluster of 2 separate species, C8H14N in total. The level of theory is the ωB97M-V functional and the def2-TZVPD basis.

Structure (XYZ):
```
23
Properties=species:S:1:pos:R:3:forces:R:3
C -2.4525 0.8449 1.5343 2.89 3.86 4.36
C -1.9319 -1.0264 -1.3908 2.17 -2.55 -3.89
C -3.1077 0.0581 0.6646 -4.52 -6.02 -5.97
C -2.5902 -0.4729 -0.5667 -3.36 3.22 6.80
C 0.7389 1.1406 -1.5085 2.90 -1.98 2.57
C 0.7893 0.0117 -0.4161 -3.00 2.05 -0.90
C 2.0985 -0.0452 1.6661 -2.06 0.66 1.90
C 1.9448 -0.5067 0.2665 2.99 -0.58 -1.28
N 0.6747 -0.2917 -1.8402 -1.48 -0.42 -0.77
H -2.8196 1.1049 2.5092 -0.38 -0.09 0.04
H -1.4882 1.1917 1.3502 1.50 0.55 -0.34
H -0.3458 -0.5327 -2.1543 2.26 0.02 0.28
H -1.3965 -1.7941 -1.9347 -0.76 0.00 0.38
H -4.1182 -0.3247 1.0695 1.54 0.46 -1.39
H -0.1397 1.7209 -1.6226 -0.48 0.39 -0.31
H 1.7686 1.4681 -1.6001 -0.47 0.86 -0.66
H -0.1525 -0.0483 0.1197 0.02 -0.40 -0.28
H 1.2536 -0.6255 2.1539 0.60 1.35 0.19
H 2.0235 1.0971 1.8352 -0.10 -1.94 -0.39
H 2.9483 -0.4044 2.2159 0.73 -0.12 -0.30
H 1.9578 -1.6131 0.1973 -0.27 0.40 0.25
H 2.8021 -0.2183 -0.3556 0.37 0.04 0.09
H 1.5428 -0.7340 -2.1927 -1.09 0.23 -0.39
```
Positions in Å, forces in eV/Å.

HOMO-LUMO gap (alpha / beta), Eh: 0.24863 / 0.30216
Multiplicity: 3
Net charge: +1

Atomic partial charges in e from the Mulliken method, atoms 1 to 2: -1.00 -0.34

=====

2.
This record from the OMol25 dataset describes a cluster of 2 separate species, C8H14N2 in total. The level of theory is the ωB97M-V functional and the def2-TZVPD basis.

Structure (XYZ):
```
24
Properties=species:S:1:pos:R:3:forces:R:3
C 1.6130 -1.8998 0.3668 1.31 -0.43 0.44
C 1.2684 -1.4766 1.7918 -0.77 0.23 -0.42
C 2.3134 -0.5381 2.3958 -0.10 0.55 0.03
C 2.2244 0.8099 1.8120 0.16 -0.59 0.11
N 2.1163 1.8585 1.3666 -0.04 0.41 -0.23
H 1.9505 -1.0382 -0.2089 -0.21 0.06 -0.09
H 0.8337 -2.4242 -0.1769 -0.23 0.09 0.15
H 2.4847 -2.5646 0.4184 -0.11 -0.05 -0.19
H 1.1250 -2.3075 2.4813 0.05 -0.21 -0.21
H 0.3028 -0.9681 1.7084 0.07 0.14 0.48
H 3.3294 -0.9120 2.2616 -0.01 -0.06 -0.07
H 2.1696 -0.3905 3.4679 -0.08 -0.21 0.01
C -0.7524 0.3742 -0.8922 0.76 -0.09 0.34
C -1.3085 0.9929 -2.1663 -0.48 -0.67 -0.61
C -2.6980 1.6663 -2.0299 0.35 0.47 0.91
C -3.3889 1.2790 -0.7935 0.17 -0.30 -0.55
N -3.8906 0.9836 0.1912 -0.28 -0.10 0.42
H -0.8159 0.9252 0.0485 -0.47 0.47 -0.31
H 0.3252 0.2332 -0.9840 -0.06 -0.26 -0.29
H -1.2219 -0.5917 -0.7065 0.04 -0.03 0.00
H -1.4391 0.1793 -2.8887 -0.07 -0.16 0.21
H -0.5977 1.6101 -2.7159 -0.07 0.54 0.51
H -3.3514 1.4534 -2.8710 0.03 0.19 -0.11
H -2.5919 2.7457 -1.8766 0.04 0.01 -0.55
```
Positions in Å, forces in eV/Å.

HOMO-LUMO gap, Eh: 0.44501
SMILES string: CCCC#N.CCCC#N

Atomic partial charges in e from the Mulliken method, atoms 1 to 2: -1.24 -0.23

=====

3.
This record from the OMol25 dataset describes the ion C8H14N2P with charge +1. The level of theory is the ωB97M-V functional and the def2-TZVPD basis.

Structure (XYZ):
```
25
Properties=species:S:1:pos:R:3:forces:R:3
C -0.9327 0.0508 -1.7121 0.58 1.03 0.68
C -0.9613 0.5347 -0.4766 -1.53 -0.93 1.19
C -0.9145 1.9459 -0.0235 0.49 -1.53 0.48
C 0.1128 2.5216 0.6235 0.11 0.56 -0.79
C 1.4202 1.9561 0.7936 1.27 -0.27 -0.12
N 1.6552 0.7561 0.4561 -0.19 1.83 0.48
C 2.0796 -0.3338 0.0234 2.26 -2.87 -0.36
C 1.8760 -1.6290 0.8023 -2.61 2.46 -0.59
N 2.7393 -0.4917 -1.1532 -0.16 -0.46 0.13
P -1.4761 -0.6610 0.9224 -0.50 0.05 0.06
C -3.0193 -1.4346 0.2990 -0.79 -1.13 -1.15
H -1.0385 -0.9688 -2.0243 -0.20 -0.33 0.15
H -0.7064 0.7922 -2.4303 0.19 0.33 -1.27
H -1.8821 2.4050 0.0061 -0.30 0.64 -0.34
H 0.0722 3.5539 0.8559 -0.42 0.78 0.62
H 2.2902 2.5868 1.2045 -1.44 -0.95 -0.41
H 1.6672 -1.4463 1.8393 1.14 0.06 0.83
H 2.4949 -2.4308 0.5038 0.49 -0.76 -0.03
H 0.7871 -1.7229 0.6015 0.43 -1.10 -0.63
H 2.9738 0.3210 -1.7365 -0.17 -0.91 0.32
H 3.0322 -1.4706 -1.4002 -0.40 1.92 0.13
H -2.2528 0.1364 1.7542 0.41 0.98 0.39
H -3.5616 -2.1087 1.0363 1.01 0.92 -0.70
H -2.6826 -2.0440 -0.5388 -0.08 -0.65 0.12
H -3.7729 -0.8183 -0.2262 0.42 0.35 0.79
```
Positions in Å, forces in eV/Å.

HOMO-LUMO gap, Eh: 0.28179
SMILES string: C=C(/C=C\C=N\C(C)=[NH2+])PC
Net charge: +1

Atomic partial charges in e from the Mulliken method, atoms 1 to 2: -0.86 0.37

=====

4.
This record from the OMol25 dataset describes the molecule C8H14N2SSi. The level of theory is the ωB97M-V functional and the def2-TZVPD basis.

Structure (XYZ):
```
26
Properties=species:S:1:pos:R:3:forces:R:3
C 4.0995 -0.5236 0.1417 -0.40 0.22 -1.07
C 2.9188 1.4677 1.0013 0.97 0.58 -0.25
C 2.7367 -0.4862 -0.0637 -2.46 -0.16 1.40
C -0.0260 -1.4898 0.7728 -2.05 -2.91 -0.84
C 0.6940 -1.6821 -0.5523 -1.19 0.20 -2.11
C -1.5790 -1.1329 0.5185 2.14 -0.73 -1.81
C -1.2774 2.2567 0.1766 -0.23 0.36 -1.41
C -3.6322 0.5919 -1.1198 -0.01 -0.49 0.60
N 2.0856 0.6502 0.5378 -0.30 -1.14 -1.03
N 2.0780 -1.5039 -0.5492 1.89 -0.35 -0.38
Si -2.2327 0.6321 0.1589 -0.65 0.68 1.00
S 4.6323 0.9136 0.7396 0.24 2.10 1.50
H 4.7010 -1.2631 -0.3143 0.65 -0.54 -0.07
H 2.5600 2.4367 1.4081 0.97 -0.67 -0.07
H 0.0202 -2.5339 1.2331 -0.27 1.42 -0.06
H 0.5471 -0.8480 1.3526 0.48 1.37 1.22
H 0.5718 -2.6807 -1.0647 -0.52 0.74 0.99
H 0.2050 -0.9858 -1.2921 0.51 -0.08 0.38
H -1.7509 -1.6917 -0.4705 -0.28 0.53 1.34
H -2.1354 -1.6404 1.2877 -0.53 0.08 0.21
H -1.7755 2.9212 -0.5365 -0.35 -0.38 -0.50
H -1.2688 2.9548 0.9757 -0.10 -0.14 1.67
H -0.2723 2.2606 -0.1892 0.88 -0.48 -0.21
H -3.3286 0.3315 -2.1015 0.67 -0.10 -1.22
H -4.1575 -0.2973 -0.8089 -0.48 -0.50 0.22
H -4.4134 1.3423 -1.2418 0.43 0.41 0.50
```
Positions in Å, forces in eV/Å.

HOMO-LUMO gap (alpha / beta), Eh: 0.30772 / 0.18641

Atomic partial charges in e from the Mulliken method, atoms 1 to 2: -0.29 -0.23

=====

5.
This record from the OMol25 dataset describes a cluster of 2 separate species, C8H14N3 in total. The level of theory is the ωB97M-V functional and the def2-TZVPD basis.

Structure (XYZ):
```
25
Properties=species:S:1:pos:R:3:forces:R:3
C 1.6752 -1.7803 0.4830 -1.06 1.45 0.51
C 2.4517 0.7631 0.0701 -3.24 -1.93 0.90
C -2.6535 -0.8201 -0.2153 -0.21 0.24 -3.19
C -2.5858 0.6411 0.1326 0.01 -1.71 0.27
C -1.4333 -1.3726 0.2496 3.79 0.99 4.00
C -1.1104 1.0062 -0.1422 -0.51 -1.53 -0.79
C -0.2989 -0.3490 -0.2008 -0.20 -1.13 1.02
C 0.9893 -0.5723 0.6825 0.13 3.44 -2.92
N 2.3601 -2.6417 0.2388 1.77 -2.41 -0.79
N 2.1728 1.9857 0.4905 -0.57 -2.14 -0.26
N 3.3874 0.3001 -0.7323 -1.43 -0.56 0.13
H -3.4753 -1.4333 0.0544 -1.17 0.01 0.44
H -2.6144 -0.7949 -1.3595 -0.12 -0.65 1.16
H -3.2879 0.9089 -0.5859 -1.08 2.37 -0.82
H -3.0162 0.6557 1.1128 0.34 1.15 0.86
H -1.3448 -1.5268 1.4029 -0.56 0.57 -1.59
H -1.1678 -2.2740 -0.1114 0.64 -3.32 -1.40
H -1.0136 1.3931 -1.1225 -0.27 0.51 -1.22
H -0.8121 1.8249 0.4346 0.93 0.87 1.56
H -0.0692 -0.7359 -1.2133 0.03 1.01 0.21
H 0.7789 -0.2997 1.6730 0.23 0.39 1.50
H 1.2230 2.2356 0.7608 0.50 -0.32 0.20
H 2.7471 2.6931 0.1713 1.26 2.14 -0.60
H 3.1526 -0.7485 -0.9088 1.49 2.07 -0.17
H 3.9451 0.9415 -1.3649 -0.70 -1.48 0.99
```
Positions in Å, forces in eV/Å.

HOMO-LUMO gap, Eh: 0.37926
Net charge: +1

Atomic partial charges in e from the Mulliken method, atoms 1 to 2: 0.21 0.48

=====

6.
This record from the OMol25 dataset describes the ion C8H14N3 with charge +1. The level of theory is the ωB97M-V functional and the def2-TZVPD basis.

Structure (XYZ):
```
25
Properties=species:S:1:pos:R:3:forces:R:3
C 2.8546 0.6670 -0.2401 0.75 1.85 -0.62
C 0.0159 0.4035 -0.0623 1.93 1.84 0.28
C 2.5670 -0.7759 -0.4770 -1.91 -0.78 0.06
C -2.1352 -0.9419 -0.3094 -2.52 -1.71 -0.72
C 1.4557 -1.3294 0.4616 3.45 0.27 2.15
C -0.9998 -1.7190 0.2884 -0.61 1.60 1.61
C -2.2974 0.5282 -0.0856 -1.40 0.61 0.67
C -0.7607 2.5937 0.1329 1.31 0.87 0.66
N 2.1390 1.6056 0.2038 -0.82 -2.13 -0.79
N 0.1823 -0.8694 0.0098 -0.50 -1.23 0.65
N -1.0008 1.1823 -0.1453 1.39 -0.78 -0.25
H 3.9290 0.9544 -0.5130 -1.18 -0.03 0.52
H 2.1698 -1.0568 -1.4918 1.01 0.75 0.53
H 3.5191 -1.2089 -0.2801 0.52 -1.07 -0.04
H -2.0785 -1.0831 -1.3658 0.35 -0.02 -1.04
H -3.1174 -1.4733 -0.1236 1.00 0.71 0.30
H 1.4985 -2.4097 0.4982 -0.30 -0.27 -0.59
H 1.7907 -1.0824 1.5844 -1.36 0.05 -2.16
H -1.1220 -1.7231 1.4231 0.30 -0.69 -1.39
H -0.9620 -2.6882 -0.2113 0.45 0.04 0.47
H -3.0202 0.8929 -0.8675 0.84 0.05 0.88
H -2.6750 0.7529 0.9300 -0.23 -0.06 -0.51
H 0.1458 2.7413 0.8222 -1.77 -0.55 -0.58
H -0.3975 3.1285 -0.7590 -0.97 -0.11 0.06
H -1.7010 2.9108 0.5771 0.26 0.80 -0.16
```
Positions in Å, forces in eV/Å.

HOMO-LUMO gap (alpha / beta), Eh: 0.31813 / 0.34519
Net charge: +1

Atomic partial charges in e from the Mulliken method, atoms 1 to 2: 0.13 0.30

=====

The evaluated energy for the records listed, in turn: -367.42219 -422.70743 -763.75677 -1110.27061 -477.13902 -477.10030 Ha.
The evaluated largest force on an atom for the records listed, in turn: 9.61 1.44 3.67 3.66 5.60 4.08 eV/Å.
The evaluated ΔE to the lowest compared entry with this formula, charge and spin for the records listed, in turn: 3.190 1.026 1.062 5.552 4.296 5.350 eV.